Here is a molecular structure, C15H25BF3N5O2Ti from the OMol25 dataset. Energies are from ωB97M-V with the def2-TZVPD basis set.

M: 423.07 g mol⁻¹
spin multiplicity: 3
strongest force on any atom: 3.4 eV Å⁻¹
gap between HOMO and LUMO (alpha / beta): 5.533 / 9.524 eV
E_tot: -59452.306 eV

Each line ends with the natural charge from an NBO analysis.
Element x y z (Å)
Ti -0.089 -0.283 -0.316  1.402
C -1.093 -3.223 -0.569  -0.234
C -0.667 -2.980 0.887  -0.226
N -0.946 -1.592 1.259  -0.651
C -2.357 -1.310 1.535  -0.236
C -2.779 -0.017 0.810  -0.226
N -2.191 -0.005 -0.518  -0.662
C -2.812 -0.884 -1.508  -0.230
C -1.730 -1.628 -2.315  -0.236
N -0.693 -2.086 -1.398  -0.653
H -2.180 -3.332 -0.624  0.195
H -0.651 -4.165 -0.918  0.223
H 0.413 -3.141 0.972  0.237
H -1.184 -3.693 1.546  0.197
H -0.368 -1.359 2.063  0.410
H -2.561 -1.208 2.609  0.221
H -2.962 -2.148 1.173  0.199
H -2.395 0.849 1.358  0.232
H -3.877 0.050 0.791  0.201
H -2.126 0.943 -0.884  0.427
H -3.453 -0.324 -2.200  0.227
H -3.439 -1.610 -0.982  0.192
H -1.285 -0.938 -3.038  0.260
H -2.192 -2.460 -2.870  0.195
H 0.164 -2.301 -1.905  0.412
C 2.169 0.410 -2.930  -0.726
C 0.666 0.665 -3.043  0.794
O 0.137 0.909 -4.120  -0.634
O -0.008 0.586 -1.949  -0.807
H 2.691 0.963 -3.708  0.242
H 2.358 -0.654 -3.080  0.233
H 2.543 0.682 -1.941  0.225
B 4.123 -2.046 -0.101  -0.619
C 2.710 -1.472 -0.033  0.520
N 1.610 -1.088 0.070  -0.717
H 4.685 -1.522 -1.018  0.036
H 3.994 -3.229 -0.268  0.028
H 4.642 -1.794 0.947  0.043
F 2.481 5.194 3.034  -0.334
C 1.161 5.016 2.787  0.960
F 0.791 6.094 2.062  -0.332
F 0.547 5.141 3.976  -0.329
C 0.866 3.731 2.105  -0.153
C 1.189 3.553 0.743  -0.227
C 0.883 2.373 0.130  -0.019
N 0.290 1.309 0.753  -0.632
C 0.064 1.476 2.094  -0.054
C 0.316 2.632 2.782  -0.216
H 1.680 4.346 0.200  0.231
H 1.087 2.252 -0.925  0.212
H -0.331 0.622 2.639  0.168
H 0.105 2.698 3.838  0.230

Here is 6 unconnected molecules or ions with the total composition C27H38I2N6P from the OMol25 dataset. Energies are from ωB97M-V with the def2-TZVPD basis set.

M: 731.43 g mol⁻¹
strongest force on any atom: 4.3 eV Å⁻¹
gap between HOMO and LUMO: 4.196 eV
charge: +1
E_tot: -63030.347 eV

Each line ends with the Löwdin charge.
Element x y z (Å)
C -2.285 0.347 3.828  -0.018
C -1.919 0.194 2.364  -0.303
P -3.167 -0.757 1.279  0.912
C -4.374 -1.714 2.406  -0.328
C -3.695 -2.891 3.323  -0.320
N -2.184 -2.884 3.367  -0.058
C -2.382 -1.850 -0.088  -0.801
I -3.132 -3.952 -0.155  0.849
C -1.349 -1.362 -1.088  -0.682
C -0.660 -2.289 -2.250  -0.178
I -0.665 0.763 -1.044  0.812
H -2.196 -0.542 4.609  0.083
H -2.662 1.386 4.281  0.107
H -0.925 0.704 2.013  0.049
H -3.972 0.261 0.591  0.073
H -5.193 -2.197 1.685  0.103
H -4.915 -0.943 3.115  0.111
H -4.063 -2.760 4.446  0.140
H -4.125 -3.930 2.959  0.100
H -1.744 -3.220 2.483  0.038
H -1.846 -3.513 4.128  0.097
H -0.674 -1.768 -3.324  0.089
H -1.138 -3.345 -2.401  0.055
H 0.477 -2.436 -1.950  0.110
N 0.760 -1.449 -5.975  -0.008
C 1.775 -1.537 -5.058  -0.177
C 2.595 -2.578 -5.431  -0.101
C 2.059 -3.134 -6.617  -0.100
C 0.927 -2.415 -6.932  -0.131
H 0.005 -0.775 -5.949  0.143
H 1.826 -0.854 -4.221  0.086
H 3.484 -2.902 -4.905  0.097
H 2.456 -3.968 -7.181  0.098
H 0.228 -2.510 -7.752  0.110
N 2.433 1.992 -3.882  -0.009
C 3.243 2.956 -3.341  -0.139
C 3.892 3.595 -4.374  -0.098
C 3.453 2.999 -5.581  -0.104
C 2.550 2.014 -5.248  -0.156
H 1.840 1.363 -3.356  0.092
H 3.290 3.103 -2.271  0.105
H 4.604 4.404 -4.270  0.098
H 3.762 3.261 -6.584  0.095
H 1.984 1.329 -5.864  0.095
N 0.869 -0.504 5.455  -0.010
C 0.555 -1.731 4.932  -0.159
C 1.431 -2.655 5.457  -0.097
C 2.300 -1.961 6.333  -0.091
C 1.928 -0.635 6.315  -0.152
H 0.393 0.363 5.241  0.135
H -0.261 -1.842 4.230  0.053
H 1.442 -3.714 5.235  0.096
H 3.109 -2.383 6.915  0.102
H 2.327 0.224 6.838  0.115
N 0.599 4.322 -7.655  -0.003
C 1.355 4.103 -8.777  -0.151
C 1.088 5.113 -9.674  -0.113
C 0.142 5.975 -9.069  -0.115
C -0.140 5.465 -7.822  -0.145
H 0.588 3.733 -6.832  0.128
H 2.015 3.248 -8.842  0.102
H 1.528 5.218 -10.657  0.093
H -0.286 6.872 -9.497  0.092
H -0.802 5.815 -7.042  0.103
N -0.426 -0.151 8.853  -0.001
C 0.305 0.011 10.001  -0.138
C -0.567 -0.003 11.067  -0.109
C -1.869 -0.187 10.543  -0.114
C -1.752 -0.278 9.174  -0.153
H -0.046 -0.175 7.916  0.105
H 1.380 0.124 9.961  0.106
H -0.294 0.105 12.108  0.095
H -2.792 -0.246 11.105  0.093
H -2.498 -0.420 8.403  0.095

Here is a molecular structure, C18H36O36S9 from the OMol25 dataset. Energies are from ωB97M-V with the def2-TZVPD basis set.

M: 1117.05 g mol⁻¹
strongest force on any atom: 6.0 eV Å⁻¹
gap between HOMO and LUMO: 10.371 eV
energy relative to the best compared isomer or geometry (same formula, charge and spin): 8.674 eV
E_tot: -190460.142 eV

Each line ends with the Löwdin charge.
Element x y z (Å)
C -2.382 5.027 1.645  -0.197
C -1.282 4.018 1.893  -0.167
O -0.361 4.610 2.848  -0.225
S -0.250 6.219 2.500  0.779
O 0.758 6.496 1.450  -0.262
O -0.292 7.065 3.745  -0.269
O -1.670 6.218 1.640  -0.198
H -3.166 4.957 2.399  0.138
H -2.784 4.825 0.652  0.136
H -0.885 3.718 0.924  0.134
H -1.788 3.177 2.368  0.114
C -0.724 -6.282 -2.868  -0.274
C -1.174 -4.972 -2.327  -0.187
O -2.273 -4.570 -3.139  -0.191
S -3.058 -5.923 -3.751  0.852
O -3.257 -5.602 -5.191  -0.268
O -4.273 -6.276 -2.911  -0.290
O -1.771 -7.005 -3.328  -0.163
H -0.335 -6.924 -2.078  0.142
H 0.128 -6.144 -3.534  0.128
H -0.356 -4.305 -2.598  0.112
H -1.317 -4.950 -1.247  0.133
C -0.246 0.689 -0.448  -0.208
C 1.091 0.601 0.337  -0.108
O 1.145 -0.826 0.794  -0.230
S 0.450 -1.789 -0.403  0.788
O -0.508 -2.679 0.288  -0.267
O 1.495 -2.439 -1.252  -0.273
O -0.398 -0.525 -1.165  -0.216
H -0.358 1.641 -0.966  0.124
H -0.976 0.572 0.353  0.099
H 1.173 1.265 1.198  0.108
H 1.844 0.894 -0.394  0.126
C -0.634 -0.815 3.909  -0.178
C -1.727 -1.857 3.893  -0.232
O -2.976 -1.302 3.793  -0.182
S -2.923 0.386 3.808  0.847
O -3.864 1.010 4.791  -0.254
O -2.835 0.826 2.383  -0.286
O -1.348 0.275 4.452  -0.242
H -0.239 -0.586 2.919  0.109
H 0.151 -1.077 4.618  0.144
H -1.695 -2.395 4.841  0.133
H -1.507 -2.575 3.102  0.133
C 1.029 -3.067 -5.203  -0.259
C 2.415 -3.553 -4.726  -0.140
O 2.691 -4.777 -5.434  -0.205
S 1.644 -4.878 -6.716  0.697
O 1.286 -6.223 -7.045  -0.211
O 2.211 -4.043 -7.740  -0.232
O 0.470 -4.066 -5.909  -0.176
H 1.142 -2.228 -5.889  0.119
H 0.353 -2.698 -4.432  0.117
H 2.644 -3.514 -3.661  0.124
H 3.096 -2.878 -5.244  0.121
C -5.549 0.861 0.336  -0.218
C -4.586 1.491 -0.640  -0.202
O -3.435 0.686 -0.607  -0.213
S -3.821 -0.954 -0.357  0.815
O -2.919 -1.381 0.730  -0.270
O -3.814 -1.763 -1.581  -0.222
O -5.362 -0.534 0.267  -0.189
H -6.588 1.114 0.126  0.132
H -5.492 1.079 1.402  0.119
H -4.526 2.566 -0.468  0.132
H -5.125 1.473 -1.587  0.129
C 5.552 -0.680 3.269  -0.274
C 6.241 -2.022 3.039  -0.247
O 6.035 -2.450 1.774  -0.156
S 4.700 -1.606 1.130  0.793
O 3.526 -2.476 0.999  -0.250
O 5.031 -0.798 -0.041  -0.240
O 4.484 -0.704 2.513  -0.162
H 6.183 0.194 3.115  0.135
H 5.188 -0.615 4.294  0.142
H 5.908 -2.766 3.762  0.134
H 7.322 -1.947 3.159  0.136
C 1.248 4.526 6.174  -0.176
C 2.401 4.775 5.178  -0.123
O 2.436 3.469 4.578  -0.238
S 1.105 2.475 4.755  0.804
O 1.528 1.455 5.760  -0.263
O 0.615 1.982 3.421  -0.264
O 0.286 3.713 5.481  -0.200
H 0.876 5.522 6.414  0.129
H 1.460 4.220 7.199  0.132
H 3.398 4.949 5.584  0.138
H 2.135 5.550 4.459  0.114
C -0.016 3.374 -5.529  -0.157
C 1.068 3.181 -4.460  -0.190
O 0.733 2.168 -3.509  -0.199
S -0.433 1.141 -4.130  0.806
O -1.660 1.265 -3.316  -0.253
O 0.136 -0.213 -4.398  -0.246
O -0.579 2.080 -5.522  -0.227
H 0.199 3.526 -6.587  0.142
H -0.769 4.089 -5.199  0.126
H 1.237 4.171 -4.034  0.127
H 2.059 3.069 -4.898  0.128

Here is a molecular structure, C6H3F6IO2 from the OMol25 dataset. Energies are from ωB97M-V with the def2-TZVPD basis set.

M: 347.98 g mol⁻¹
strongest force on any atom: 3.4 eV Å⁻¹
gap between HOMO and LUMO (alpha / beta): 7.734 / 7.737 eV
energy relative to the best compared isomer or geometry (same formula, charge and spin): 2.974 eV
E_tot: -34766.755 eV

Each line ends with the natural charge from an NBO analysis.
Element x y z (Å)
C -2.192 -0.770 -0.460  0.778
C 1.307 -0.626 0.045  -0.596
C 1.426 0.531 -0.840  0.599
C 2.036 -0.002 1.179  0.587
C 2.522 1.125 0.176  0.602
C -3.542 -0.144 -0.240  -0.711
O -1.526 -0.704 -1.460  -0.637
O -1.801 -1.453 0.554  -0.702
F 0.302 1.310 -0.958  -0.321
F 1.893 0.262 -2.085  -0.316
F 2.946 -0.822 1.844  -0.335
F 1.288 0.431 2.198  -0.320
F 2.532 2.386 0.493  -0.280
F 3.742 0.793 -0.138  -0.296
I 0.125 -2.166 -0.014  1.189
H -4.120 -0.914 0.371  0.249
H -3.865 0.206 -1.206  0.253
H -3.072 0.556 0.541  0.256

Here is 11 unconnected molecules or ions with the total composition C53H118F6N6O7 from the OMol25 dataset. Energies are from ωB97M-V with the def2-TZVPD basis set.

M: 1065.55 g mol⁻¹
strongest force on any atom: 4.0 eV Å⁻¹
gap between HOMO and LUMO: 8.345 eV
E_tot: -96448.551 eV

Each line ends with the Löwdin charge.
Element x y z (Å)
C 1.013 -4.440 -5.102  -0.061
C 0.035 -5.447 -4.374  -0.215
N -0.780 -4.975 -3.226  -0.190
C -1.974 -5.791 -2.898  -0.234
C -3.033 -4.970 -2.102  -0.073
C 0.080 -4.651 -2.083  -0.269
C 0.841 -5.808 -1.494  -0.079
H 0.600 -3.475 -5.397  0.040
H 1.387 -4.872 -6.030  0.070
H 1.791 -4.051 -4.445  0.047
H -0.678 -5.804 -5.117  0.101
H 0.545 -6.355 -4.053  0.100
H -2.415 -6.062 -3.857  0.103
H -1.765 -6.765 -2.455  0.102
H -3.930 -5.566 -1.940  0.071
H -2.672 -4.652 -1.124  0.056
H -3.262 -4.071 -2.674  0.058
H -0.535 -4.083 -1.385  0.090
H 0.788 -3.875 -2.375  0.087
H 1.000 -5.718 -0.420  0.067
H 1.861 -5.731 -1.869  0.071
H 0.473 -6.820 -1.662  0.074
C 7.209 0.251 0.435  -0.081
C 7.283 -1.211 1.003  -0.196
N 5.927 -1.712 1.376  -0.166
C 5.188 -1.088 2.519  -0.254
C 5.909 -1.187 3.861  -0.084
C 5.038 -1.916 0.219  -0.253
C 3.820 -2.822 0.412  -0.087
H 6.696 0.935 1.110  0.057
H 6.589 0.399 -0.449  0.056
H 8.173 0.691 0.180  0.061
H 7.626 -1.877 0.212  0.104
H 7.945 -1.333 1.860  0.100
H 4.705 -0.148 2.251  0.092
H 4.237 -1.597 2.676  0.086
H 5.256 -1.041 4.722  0.067
H 6.448 -2.132 3.940  0.077
H 6.696 -0.434 3.902  0.061
H 5.567 -2.277 -0.663  0.117
H 4.503 -1.011 -0.069  0.074
H 3.985 -3.847 0.746  0.075
H 3.230 -2.899 -0.501  0.054
H 3.083 -2.381 1.083  0.043
C 4.768 8.019 -1.978  -0.069
C 5.343 6.761 -1.155  -0.224
N 5.084 5.487 -1.832  -0.197
C 3.654 5.115 -1.870  -0.232
C 3.273 3.929 -2.792  -0.086
C 5.853 4.438 -1.140  -0.264
C 7.386 4.515 -1.420  -0.074
H 5.031 8.980 -1.535  0.059
H 3.681 7.969 -1.932  0.043
H 5.023 8.063 -3.037  0.068
H 6.421 6.917 -1.194  0.093
H 5.014 6.722 -0.117  0.111
H 3.437 4.894 -0.825  0.104
H 3.046 5.938 -2.245  0.101
H 3.879 3.026 -2.722  0.052
H 2.234 3.614 -2.695  0.062
H 3.315 4.232 -3.838  0.067
H 5.595 3.434 -1.477  0.088
H 5.553 4.295 -0.102  0.109
H 7.781 5.298 -0.772  0.053
H 7.670 4.826 -2.426  0.077
H 7.840 3.557 -1.168  0.060
C -7.417 0.708 -2.348  -0.095
C -7.000 0.940 -0.912  -0.237
N -6.058 -0.141 -0.513  -0.167
C -4.745 -0.032 -1.118  -0.256
C -4.042 -1.427 -1.132  -0.053
C -5.825 -0.101 0.931  -0.293
C -7.024 -0.596 1.681  -0.081
H -6.598 0.901 -3.041  0.047
H -8.209 1.432 -2.537  0.075
H -7.812 -0.294 -2.516  0.080
H -6.528 1.922 -0.884  0.089
H -7.933 1.105 -0.373  0.113
H -4.160 0.721 -0.591  0.102
H -4.895 0.305 -2.144  0.085
H -3.132 -1.207 -1.690  0.046
H -4.661 -2.099 -1.726  0.075
H -3.739 -1.800 -0.153  0.053
H -4.891 -0.561 1.253  0.095
H -5.616 0.933 1.202  0.109
H -6.812 -0.804 2.730  0.055
H -7.766 0.203 1.670  0.068
H -7.420 -1.533 1.290  0.082
C -0.776 -2.270 1.478  -0.062
C 0.143 -1.105 1.787  -0.257
N 0.834 -0.494 0.662  -0.164
C 1.861 0.458 1.154  -0.226
C 2.582 1.294 0.070  -0.062
C 0.035 -0.005 -0.483  -0.238
C -0.910 1.137 -0.139  -0.062
H -1.560 -2.099 0.740  0.053
H -1.298 -2.612 2.372  0.042
H -0.130 -3.054 1.082  0.073
H -0.358 -0.300 2.325  0.094
H 0.870 -1.434 2.529  0.110
H 1.398 1.158 1.849  0.088
H 2.540 -0.118 1.782  0.083
H 3.293 1.900 0.631  0.075
H 3.129 0.596 -0.562  0.042
H 1.936 1.936 -0.529  0.064
H -0.517 -0.838 -0.918  0.087
H 0.778 0.225 -1.246  0.072
H -1.760 0.844 0.477  0.067
H -1.380 1.540 -1.036  0.069
H -0.332 1.975 0.252  0.062
C -3.457 4.342 -0.004  -0.080
C -4.861 4.423 -0.577  -0.261
N -4.883 5.139 -1.849  -0.169
C -4.216 4.480 -2.988  -0.253
C -4.762 3.107 -3.319  -0.085
C -4.437 6.570 -1.623  -0.233
C -4.951 7.474 -2.770  -0.091
H -2.892 3.821 -0.777  0.057
H -3.392 3.725 0.893  0.065
H -2.948 5.296 0.132  0.065
H -5.153 3.387 -0.746  0.068
H -5.626 4.767 0.119  0.115
H -4.329 5.054 -3.908  0.102
H -3.148 4.428 -2.780  0.105
H -4.421 2.382 -2.581  0.045
H -5.839 3.069 -3.479  0.079
H -4.311 2.814 -4.267  0.075
H -3.368 6.623 -1.420  0.095
H -4.876 6.991 -0.718  0.109
H -6.036 7.550 -2.698  0.074
H -4.541 7.212 -3.746  0.057
H -4.606 8.499 -2.634  0.062
C 0.265 -8.533 6.772  -0.052
C 1.200 -7.862 5.696  -0.174
O 0.489 -7.025 4.760  -0.009
C -0.037 -5.815 5.184  -0.291
O -0.079 -5.436 6.361  0.130
C -0.592 -4.928 4.049  -0.558
F 0.165 -3.802 4.019  0.137
F -0.545 -5.545 2.882  0.185
F -1.807 -4.476 4.315  0.178
H -0.232 -7.760 7.358  0.064
H 0.865 -9.204 7.387  0.074
H -0.546 -9.116 6.336  0.073
H 1.689 -8.626 5.091  0.119
H 1.933 -7.225 6.191  0.121
C 1.695 2.638 7.084  -0.066
C 1.671 1.594 5.936  -0.206
O 0.933 2.116 4.814  -0.026
C -0.495 2.278 4.871  -0.244
O -1.231 1.917 5.795  0.134
C -1.072 2.833 3.548  -0.588
F -1.538 4.069 3.758  0.164
F -0.163 2.952 2.587  0.164
F -2.112 2.156 3.141  0.181
H 1.943 3.593 6.620  0.079
H 2.480 2.375 7.794  0.077
H 0.736 2.696 7.598  0.072
H 1.334 0.665 6.396  0.122
H 2.710 1.475 5.630  0.117
C 3.705 -0.639 -5.285  -0.010
C 3.970 -0.899 -3.792  -0.444
O 5.121 -0.919 -3.335  0.040
C 2.842 -1.016 -2.816  -0.022
H 4.011 -1.482 -5.905  0.083
H 4.272 0.255 -5.544  0.084
H 2.659 -0.449 -5.522  0.065
H 2.220 -0.127 -2.914  0.081
H 3.265 -1.111 -1.815  0.046
H 2.238 -1.904 -2.999  0.072
C -2.359 -1.176 4.946  -0.010
C -3.768 -0.777 5.225  -0.477
O -4.385 -1.230 6.161  0.067
C -4.424 0.298 4.323  -0.009
H -1.905 -1.537 5.869  0.100
H -1.861 -0.279 4.579  0.054
H -2.362 -1.898 4.129  0.068
H -3.993 0.293 3.321  0.057
H -4.220 1.270 4.771  0.083
H -5.507 0.175 4.356  0.071
C -2.161 -1.223 -5.911  -0.022
C -1.959 -0.638 -4.548  -0.452
O -2.677 0.268 -4.111  0.043
C -0.757 -1.161 -3.774  -0.016
H -1.239 -1.289 -6.488  0.081
H -2.885 -0.601 -6.438  0.084
H -2.603 -2.217 -5.851  0.091
H -1.003 -1.972 -3.089  0.074
H -0.319 -0.377 -3.155  0.059
H 0.019 -1.513 -4.453  0.054